Record 1
DFT (the ωB97M-V functional and the def2-TZVPD basis) results for a cluster of 2 separate species, C7H14N2S2 in total in a non-equilibrium geometry.

Computed properties:
SMILES: C=CC(N)=S.CCNCC=S
Energy: -32134.4757 eV
Gap between HOMO and LUMO: 7.97 eV
Highest occupied orbital energy: -8.37 eV

Geometry as XYZ:
```
25
Properties=species:S:1:pos:R:3:mulliken_charge:R:1
C -1.3923 -0.9334 -0.8524 0.10
C -2.7101 -1.1182 -0.7570 0.10
C -3.5793 -0.4213 0.2220 -0.14
N -2.9939 -0.0714 1.3809 -0.25
S -5.1563 -0.0755 -0.1301 -0.33
H -0.8105 -1.4432 -1.6151 0.31
H -0.8534 -0.2443 -0.2086 -0.82
H -3.2353 -1.7607 -1.4562 0.38
H -3.5517 0.3947 2.0827 0.18
H -2.0982 -0.4514 1.6473 0.23
C 3.6030 -0.9691 0.3981 -1.20
C 2.8642 0.1545 -0.3133 -0.39
N 1.5286 0.3246 0.2472 -0.29
C 0.7458 1.3348 -0.4424 -0.48
C -0.5162 1.6294 0.3154 -0.60
S -1.9640 1.9183 -0.3322 -0.01
H 3.0981 -1.9306 0.2445 0.33
H 4.6254 -1.0672 0.0176 0.38
H 3.6450 -0.7759 1.4747 0.30
H 3.4050 1.0972 -0.1771 0.32
H 2.8431 -0.0384 -1.4004 0.31
H 1.0362 -0.5642 0.1974 0.25
H 0.5121 1.1021 -1.4935 0.37
H 1.3322 2.2659 -0.4480 0.51
H -0.3776 1.6434 1.3986 0.42
```

Record 2
DFT (the ωB97M-V functional and the def2-TZVPD basis) results for a structure of composition C4H4HgO4 in a non-equilibrium geometry.

Computed properties:
Energy: -16555.8363 eV
Charge: +2
Gap between HOMO and LUMO: 8.75 eV
Highest occupied orbital energy: -19.82 eV

Geometry as XYZ:
```
13
Properties=species:S:1:pos:R:3:mulliken_charge:R:1
O 0.2502 2.9814 -1.9127 0.04
C 0.2422 1.9027 -1.5802 0.08
Hg 0.3150 -0.5926 -0.7961 1.24
C 2.2408 -1.5151 -1.5559 0.30
C -1.7312 -1.4930 -1.5541 0.21
O 3.1623 -2.0594 -1.9207 0.01
O -2.6596 -2.0547 -1.9205 0.01
C -0.6277 0.6639 1.9028 -0.57
O 0.3069 -0.4583 1.8352 -0.58
H -1.5176 0.4872 1.2624 0.27
H -0.2591 1.6374 1.5903 0.34
H -0.9337 0.6236 2.9220 0.28
H 1.2114 -0.1231 1.7275 0.38
```

Record 3
DFT (the ωB97M-V functional and the def2-TZVPD basis) results for a cluster of 7 separate species, C24H57NO20P4S2 in total in a non-equilibrium geometry.

Computed properties:
SMILES: COP(=O)(OC)OC.COP(=O)(OC)OC.COP(=O)(OC)OC.COP(=O)(OC)OC.O=S1(=O)CCCC1.O=S1(=O)CCCC1.c1cc[nH]c1
Energy: -127084.7311 eV
Gap between HOMO and LUMO: 8.39 eV
Highest occupied orbital energy: -8.27 eV

Geometry as XYZ:
```
108
Properties=species:S:1:pos:R:3:mulliken_charge:R:1
C 0.5330 -5.5827 0.4776 -0.93
O 1.4295 -4.8862 1.3237 0.31
P 1.8045 -5.5309 2.7479 0.69
O 2.6800 -6.6948 2.6216 -0.75
O 2.3685 -4.2654 3.5550 -0.22
C 3.6345 -3.6715 3.1991 -0.56
O 0.4123 -5.6961 3.5008 -0.29
C 0.3090 -6.0133 4.8537 -0.78
H -0.2923 -4.9177 0.1951 0.32
H -0.0079 -6.4166 0.9323 0.39
H 1.0057 -5.8963 -0.4522 0.27
H 4.1882 -4.2646 2.4638 0.33
H 4.2777 -3.8621 4.0590 0.43
H 3.4831 -2.6525 2.8675 -0.03
H -0.3069 -6.8565 5.1819 0.30
H -0.1078 -5.2387 5.5100 0.29
H 1.2831 -6.2065 5.3146 0.32
C -0.9635 3.1212 1.1430 -0.59
O -0.7940 1.7193 1.0157 -0.14
P -0.7415 0.7714 2.2984 0.65
O -0.0554 1.3597 3.4626 -0.80
O -2.2888 0.4120 2.5183 0.05
C -3.0843 1.0589 3.4854 -0.98
O -0.1406 -0.5312 1.5803 0.03
C 0.1629 -1.6881 2.3267 -0.64
H -1.4549 3.5351 0.2598 0.19
H -0.0239 3.6577 1.2629 0.24
H -1.6899 3.2780 1.9453 0.30
H -2.5606 1.5483 4.3126 0.40
H -3.7289 0.3413 3.9938 0.29
H -3.6857 1.8546 3.0407 0.35
H -0.4222 -1.7872 3.2491 0.48
H 1.2135 -1.8537 2.5523 -0.07
H -0.2135 -2.5636 1.7907 0.21
C -5.3288 4.4312 -6.3798 -0.66
O -5.9920 4.1835 -5.1490 -0.26
P -6.0393 5.1363 -3.8889 0.97
O -5.4751 6.4790 -4.0305 -0.72
O -7.5771 5.1188 -3.3527 -0.35
C -8.1071 3.7937 -3.1735 -0.62
O -5.2355 4.2571 -2.8055 -0.17
C -4.5885 4.8486 -1.6957 -0.59
H -4.4699 5.0859 -6.2274 0.31
H -6.0460 4.7334 -7.1360 0.27
H -4.8519 3.5019 -6.7022 0.26
H -7.5988 3.0359 -3.7771 0.32
H -9.1291 3.8356 -3.5458 0.28
H -8.0282 3.4079 -2.1572 0.24
H -3.7324 4.2443 -1.3863 0.12
H -5.2366 4.8821 -0.8213 0.27
H -4.1535 5.8042 -1.9842 0.34
C 6.0241 5.0958 -1.0297 -0.54
O 5.0470 4.5829 -1.9131 -0.29
P 4.8722 3.0184 -2.1995 0.69
O 6.0979 2.2348 -2.0202 -0.72
O 4.2522 3.0586 -3.6636 -0.41
C 3.3477 2.0154 -4.0666 -0.44
O 3.7401 2.5495 -1.1841 0.18
C 2.4413 3.1357 -1.1509 -0.84
H 6.1913 4.4280 -0.1752 0.14
H 5.7676 6.0793 -0.6533 0.27
H 7.0036 5.0689 -1.5122 0.29
H 3.4668 1.8810 -5.1406 0.35
H 2.3247 2.3814 -3.9518 0.20
H 3.5160 1.0810 -3.5359 0.30
H 2.3357 3.6067 -0.1718 0.21
H 1.5808 2.4754 -1.2690 0.23
H 2.3424 3.8937 -1.9309 0.52
O 1.1520 -1.5304 -1.2089 -0.49
S 2.4961 -1.0868 -1.5387 0.81
O 2.7443 0.0167 -2.4356 -0.72
C 3.3660 -0.7955 0.0398 1.47
C 4.4384 -1.8188 0.1250 -0.85
C 3.9282 -3.0880 -0.5767 0.09
C 3.5597 -2.5716 -1.9605 -0.95
H 2.5788 -0.9809 0.7779 -0.58
H 3.5140 0.2845 0.0526 -0.59
H 5.3254 -1.4581 -0.4046 0.33
H 4.7099 -1.8738 1.1804 0.28
H 3.0893 -3.5801 -0.0745 -0.28
H 4.6718 -3.8867 -0.5348 0.48
H 3.0641 -3.1966 -2.6989 0.50
H 4.4995 -2.2517 -2.4157 0.38
O -5.7401 -3.1129 -2.5647 -0.68
S -4.8133 -3.5686 -1.5438 1.18
O -3.7684 -4.5385 -1.8176 -0.64
C -4.0508 -2.1150 -0.7776 -0.65
C -4.3698 -2.2516 0.7035 -0.31
C -5.7758 -2.9214 0.8174 -0.80
C -5.8501 -4.0904 -0.1504 -0.69
H -4.6125 -1.2824 -1.2035 0.34
H -3.0127 -2.1128 -1.0966 0.38
H -3.7561 -3.0923 1.0542 0.17
H -4.2026 -1.3993 1.3524 0.23
H -6.5545 -2.1641 0.6882 0.36
H -5.9005 -3.1550 1.8774 0.38
H -6.8614 -4.2253 -0.5204 0.39
H -5.4442 -5.0183 0.2469 0.36
C 5.4536 0.7524 3.1896 -0.97
C 4.0681 0.5781 3.2199 -0.23
C 3.4796 1.5878 2.4794 -1.20
N 4.5084 2.2425 1.8697 0.15
C 5.7209 1.7856 2.3211 -0.32
H 6.2619 0.1777 3.6142 0.42
H 3.5268 -0.1512 3.8056 0.62
H 2.4614 1.8383 2.2343 0.86
H 4.4676 2.9498 1.1583 0.23
H 6.6427 2.1572 1.9085 0.40
```

Record 4
DFT (the ωB97M-V functional and the def2-TZVPD basis) results for a cluster of 2 separate species, C3H6FNOS in total in a non-equilibrium geometry.

Computed properties:
Energy: -20291.6316 eV
Gap between HOMO and LUMO: 7.74 eV
Highest occupied orbital energy: -8.56 eV

Geometry as XYZ:
```
13
Properties=species:S:1:pos:R:3:mulliken_charge:R:1
C 1.1540 -1.1397 -0.3487 -0.17
C 1.3349 0.3413 -0.1778 -0.39
C -2.0989 0.3212 0.3807 -0.10
H 2.3081 -1.4061 -0.1118 0.24
H 0.6439 -1.5653 -1.4227 0.26
H 2.0855 0.6220 -0.9132 0.28
H 1.7123 0.8896 0.6549 0.38
H -1.5271 2.4798 0.4614 0.25
H -2.7199 0.4680 1.2369 0.32
N -0.8766 0.9452 0.4422 -0.43
O -0.0141 0.7868 -0.5819 -0.07
F 0.4141 -1.7202 0.7805 -0.29
S -2.4163 -1.0224 -0.4005 -0.26
```